Computed, not measured: the molecule C19H24N4O3 at a distorted geometry, with the ωB97M-V functional and the def2-TZVPD basis.

For the largest force on an atom, the calculation gives 0.025 hartree/bohr. The HOMO energy is -0.294 Eh. As for the energy above the lowest of the compared OMol25 structures with the same formula, charge and spin: 248.2 kJ/mol. The total energy comes out at -32195.642 eV. The calculation puts the lowest unoccupied orbital energy at 0.613 eV. As for the SMILES: CCCc1cc(=O)[nH]c(N2CCN(Cc3ccc4c(c3)OCO4)CC2)n1. The frontier orbital gap is 0.317 Eh.

Geometry as XYZ:
```
50
Properties=species:S:1:pos:R:3:forces:R:3:nbo_charge:R:1
C -5.35713 -4.42697 0.43823 0.01 0.22 0.11 -0.601
C -5.09935 -2.93220 0.57296 0.03 -0.16 -0.17 -0.380
C -4.53937 -2.33668 -0.72413 -0.16 0.11 0.23 -0.434
C -4.28579 -0.86992 -0.54943 -0.26 0.31 -0.29 0.294
C -5.21385 0.07041 -0.88652 -0.05 -0.24 -0.05 -0.434
C -4.95060 1.45602 -0.65799 0.04 -0.04 0.02 0.633
O -5.66352 2.41263 -0.89198 -0.12 0.16 -0.04 -0.624
N -3.68349 1.68541 -0.08577 0.31 0.21 0.10 -0.610
C -2.80660 0.69478 0.22644 -0.34 -0.23 0.06 0.639
N -1.63654 0.99134 0.84070 0.04 0.16 0.09 -0.411
C -0.64687 -0.05952 1.00052 0.33 -0.36 -0.15 -0.248
C 0.44109 0.08095 -0.07603 -0.22 -0.16 0.15 -0.238
N 1.05680 1.39535 -0.09576 0.09 0.15 -0.09 -0.443
C 2.04536 1.60138 0.95048 0.02 0.01 -0.04 -0.239
C 3.23922 0.70991 0.72455 0.02 -0.06 0.26 -0.037
C 3.73605 -0.09198 1.73815 -0.16 0.18 -0.07 -0.215
C 4.84696 -0.91374 1.55193 0.36 -0.17 -0.28 -0.256
C 5.42990 -0.90139 0.31006 -0.30 0.33 -0.23 0.218
C 4.93018 -0.10061 -0.72022 0.07 -0.21 0.48 0.305
C 3.84168 0.71228 -0.53827 0.30 -0.17 -0.14 -0.275
O 5.69285 -0.28050 -1.84336 -0.40 0.29 0.08 -0.490
C 6.68883 -1.21599 -1.49084 0.92 -0.43 -0.77 0.236
O 6.51612 -1.60121 -0.14392 -0.22 -0.01 0.44 -0.477
C 0.04620 2.42533 -0.19079 -0.18 0.12 0.16 -0.222
C -1.03574 2.30641 0.90094 0.19 0.27 -0.27 -0.230
N -3.08900 -0.56302 0.00008 0.37 -0.15 0.09 -0.602
H -6.07481 -4.62055 -0.35606 -0.07 -0.08 -0.08 0.201
H -4.43526 -4.95412 0.20265 0.08 -0.11 -0.03 0.201
H -5.75612 -4.82975 1.36631 -0.04 -0.12 0.04 0.210
H -4.38576 -2.75060 1.37884 -0.03 0.07 0.04 0.204
H -6.02981 -2.41998 0.82752 0.03 0.06 0.05 0.200
H -3.59843 -2.83226 -0.96664 0.00 0.02 -0.08 0.218
H -5.24992 -2.49740 -1.53581 0.00 -0.03 -0.04 0.209
H -6.16047 -0.19469 -1.32604 -0.10 -0.02 -0.06 0.229
H -3.48111 2.65848 0.10068 -0.07 -0.17 -0.04 0.415
H -0.21194 0.03027 2.00038 -0.04 -0.02 0.01 0.190
H -1.15563 -1.01680 0.90757 0.16 0.07 0.12 0.263
H -0.01670 -0.08503 -1.05586 -0.01 -0.10 0.02 0.204
H 1.22019 -0.66681 0.07618 -0.05 -0.06 -0.05 0.220
H 2.36985 2.64531 0.88827 -0.09 0.00 0.08 0.209
H 1.65309 1.43257 1.96566 0.08 0.05 0.00 0.170
H 3.25734 -0.08364 2.70602 -0.10 0.02 0.09 0.211
H 5.23180 -1.53332 2.34402 0.06 -0.10 0.11 0.229
H 3.45010 1.32415 -1.33221 -0.08 0.09 -0.16 0.236
H 7.68441 -0.76130 -1.61928 -0.26 -0.05 0.09 0.157
H 6.60950 -2.10226 -2.14071 -0.06 0.20 0.18 0.158
H -0.43458 2.32450 -1.17002 -0.05 0.09 0.03 0.200
H 0.52392 3.40562 -0.13913 -0.01 0.01 -0.03 0.205
H -0.57797 2.41873 1.89001 -0.10 0.07 -0.05 0.203
H -1.77377 3.09880 0.78546 0.04 0.00 0.09 0.200
```
Forces are in eV/Å.


Computed, not measured: the molecule C19H24N4O3S at a distorted geometry, with the ωB97M-V functional and the def2-TZVPD basis.

For the largest force on an atom, the calculation gives 0.023 hartree/bohr. The HOMO energy is -0.324 Eh. As for the energy above the lowest of the compared OMol25 structures with the same formula, charge and spin: 12.9 kJ/mol. The total energy comes out at -43032.626 eV. The calculation puts the lowest unoccupied orbital energy at 0.583 eV. As for the SMILES: Cc1ccc(N(CC(=O)NC(C)C)C(=O)CCC(=O)Nc2nccs2)cc1. The frontier orbital gap is 0.346 Eh.

Geometry as XYZ:
```
51
Properties=species:S:1:pos:R:3:forces:R:3:nbo_charge:R:1
C 5.88218 -1.39783 -1.25337 0.01 -0.07 0.01 -0.628
C 4.57633 -1.05795 -0.60418 -0.05 0.03 -0.02 -0.011
C 4.53326 -0.34928 0.58973 -0.01 -0.02 -0.02 -0.203
C 3.32674 -0.05604 1.19797 -0.13 -0.05 -0.04 -0.224
C 2.13665 -0.46525 0.61206 0.28 0.03 -0.20 0.202
N 0.89840 -0.19379 1.25999 0.17 -0.42 0.26 -0.487
C 0.53094 -1.11216 2.31975 -0.15 -0.17 0.35 -0.307
C 0.27655 -2.54428 1.82625 0.05 0.62 0.05 0.666
O 0.73674 -3.49731 2.42314 0.12 -0.33 0.26 -0.639
N -0.48703 -2.61184 0.72709 -0.30 0.12 -0.31 -0.635
C -0.89091 -3.85105 0.07381 0.09 -0.32 0.18 -0.039
C 0.33194 -4.64327 -0.38596 -0.16 0.12 0.00 -0.620
C -1.76333 -4.68528 1.01043 0.05 0.12 -0.16 -0.619
C 0.09662 0.84932 0.96226 0.22 0.57 -0.07 0.693
O -0.97159 1.03072 1.52325 -0.21 0.11 0.04 -0.647
C 0.56972 1.77875 -0.14526 -0.12 0.06 0.14 -0.488
C 0.00757 1.30103 -1.49965 0.13 -0.12 -0.06 -0.510
C -1.31055 0.61268 -1.26189 0.18 0.23 -0.40 0.728
O -1.42608 -0.59588 -1.20999 0.00 -0.28 0.00 -0.634
N -2.41881 1.39102 -1.06201 -0.56 -0.58 -0.02 -0.616
C -2.54847 2.74988 -1.02952 -0.81 0.84 0.20 0.268
N -1.65543 3.62699 -1.32671 0.53 -0.67 -0.17 -0.506
C -2.13235 4.88987 -1.20439 -0.66 0.44 0.20 -0.033
C -3.42376 4.99534 -0.80991 0.09 -0.07 -0.03 -0.452
S -4.10671 3.43106 -0.56535 0.69 -0.07 -0.17 0.370
C 2.16588 -1.17970 -0.57852 -0.01 0.02 0.10 -0.237
C 3.37781 -1.46810 -1.17705 0.08 0.05 0.03 -0.202
H 6.68404 -0.77319 -0.86824 0.09 0.02 -0.02 0.216
H 6.13502 -2.43916 -1.05336 0.09 -0.05 -0.03 0.225
H 5.82168 -1.27126 -2.33233 0.06 0.00 -0.07 0.219
H 5.45434 -0.02505 1.05182 0.10 0.04 0.03 0.211
H 3.30175 0.49541 2.12640 -0.03 0.05 0.10 0.219
H 1.32530 -1.15709 3.07101 -0.11 -0.07 -0.12 0.219
H -0.38317 -0.72532 2.78090 0.16 -0.08 -0.03 0.259
H -0.83431 -1.75869 0.31134 0.08 0.02 0.06 0.433
H -1.47761 -3.54743 -0.79959 0.07 0.00 0.11 0.203
H 0.93526 -4.05226 -1.07107 0.08 0.03 -0.10 0.202
H 0.93876 -4.90802 0.47509 0.06 -0.05 0.03 0.236
H 0.01676 -5.55203 -0.89161 -0.02 -0.12 -0.09 0.206
H -1.18680 -4.96825 1.88661 0.01 -0.05 0.07 0.232
H -2.10410 -5.58425 0.50397 -0.07 -0.13 -0.05 0.204
H -2.63046 -4.11196 1.33029 -0.11 0.02 0.03 0.207
H 1.65683 1.82723 -0.18781 -0.05 0.04 -0.07 0.233
H 0.16739 2.76839 0.07292 0.05 -0.12 0.06 0.253
H 0.68548 0.57553 -1.95031 -0.18 -0.01 0.03 0.238
H -0.12358 2.15479 -2.16200 0.08 -0.07 0.04 0.265
H -3.24524 0.86730 -0.79418 0.28 -0.04 -0.06 0.422
H -1.47293 5.70931 -1.42358 0.03 0.21 -0.01 0.214
H -4.00871 5.87644 -0.64680 -0.09 0.23 0.02 0.245
H 1.24086 -1.51207 -1.02377 -0.12 -0.01 -0.02 0.236
H 3.39597 -2.02599 -2.10228 0.00 -0.06 -0.11 0.212
```
Forces are in eV/Å.


Computed, not measured: C19H24NO3PPbS2Te as an isolated structure, with the ωB97M-V functional and the def2-TZVPD basis.

For the largest force on an atom, the calculation gives 0.018 hartree/bohr. The HOMO energy is -0.269 Eh. As for the energy above the lowest of the compared OMol25 structures with the same formula, charge and spin: 40.6 kJ/mol. The total energy comes out at -71227.650 eV. The calculation puts the lowest unoccupied orbital energy at 0.302 eV. The frontier orbital gap is 0.280 Eh.

Geometry as XYZ:
```
52
Properties=species:S:1:pos:R:3:forces:R:3:nbo_charge:R:1
Pb 1.37653 0.09370 1.60333 0.31 -0.01 0.58 0.890
S 3.56117 0.36915 0.08469 0.40 -0.30 -0.19 -0.213
C 2.94491 1.95132 -0.01974 -0.19 0.29 0.01 -0.091
N 1.76052 2.23290 0.47202 -0.09 -0.07 -0.12 -0.622
C 1.42339 3.56421 0.32889 0.10 0.35 -0.08 0.197
C 0.23683 4.16943 0.73344 0.03 -0.07 0.02 -0.239
C 0.09429 5.53347 0.55932 -0.09 -0.01 0.06 -0.203
C 1.11051 6.30130 -0.00787 0.08 0.02 -0.03 -0.220
C 2.28052 5.70722 -0.44953 -0.04 0.06 -0.01 -0.197
C 2.42032 4.33803 -0.28575 0.05 -0.18 0.05 -0.250
S 3.77272 3.32156 -0.71801 -0.14 -0.07 0.12 0.415
H -0.54968 3.57145 1.17613 -0.01 0.03 0.01 0.221
H -0.82163 6.01702 0.87277 0.00 -0.01 0.02 0.218
H 0.98794 7.37269 -0.09216 -0.02 -0.01 -0.07 0.218
H 3.06978 6.29380 -0.90059 -0.01 0.02 0.00 0.222
C -6.41518 0.66619 0.10018 0.09 -0.04 -0.03 -0.628
C -4.96369 0.27661 0.02609 0.00 0.00 -0.03 0.000
C -4.07953 0.57458 1.04904 -0.04 -0.03 -0.04 -0.224
C -2.73490 0.21367 0.98743 0.03 0.03 0.08 -0.082
C -1.85684 0.58014 2.15023 -0.09 -0.07 -0.05 -0.617
C -2.24931 -0.47307 -0.12616 0.16 0.03 0.12 -0.144
Te -0.23036 -1.22072 -0.31395 -0.82 -0.08 -0.41 -0.142
C -3.13587 -0.78255 -1.16926 0.07 -0.08 -0.19 -0.058
C -2.67838 -1.52214 -2.39915 0.01 0.07 0.11 -0.640
C -4.46780 -0.40074 -1.08131 0.01 0.06 0.15 -0.228
H -6.60705 1.30115 0.96402 -0.03 0.01 -0.01 0.212
H -7.04937 -0.21873 0.17952 -0.03 0.02 0.00 0.218
H -6.70991 1.20531 -0.80117 -0.06 0.02 0.03 0.217
H -4.44587 1.09371 1.92866 0.02 0.04 -0.01 0.199
H -2.41632 1.15811 2.88456 0.06 0.02 0.04 0.222
H -1.01298 1.19404 1.81795 -0.05 0.09 0.01 0.190
H -1.46327 -0.31106 2.64756 0.05 0.00 -0.02 0.221
H -1.82599 -1.01262 -2.85181 -0.01 -0.06 -0.08 0.228
H -3.48313 -1.58672 -3.12974 0.01 -0.02 -0.02 0.213
H -2.35566 -2.53475 -2.14652 0.01 -0.01 -0.05 0.221
H -5.14037 -0.63781 -1.89912 0.02 -0.02 -0.02 0.203
C 1.46576 -5.28579 0.34347 -0.11 0.03 0.05 -0.261
O 2.58465 -4.62238 -0.23636 0.02 0.18 -0.07 -0.831
P 2.62256 -2.97853 -0.20702 0.23 -0.47 0.09 1.657
O 3.19515 -2.69718 1.29077 0.00 0.09 -0.14 -0.842
C 4.46923 -3.21572 1.70447 0.02 0.04 0.05 -0.261
O 3.99323 -2.84344 -1.05913 0.09 0.11 0.13 -0.830
C 3.87046 -2.62320 -2.46263 -0.07 -0.01 -0.11 -0.257
H 1.58915 -6.34768 0.14180 -0.03 0.02 0.01 0.194
H 0.52578 -4.93849 -0.09237 0.02 0.00 -0.01 0.187
H 1.42689 -5.12852 1.42458 0.04 -0.01 -0.02 0.177
H 4.46095 -3.26088 2.79146 -0.02 0.00 -0.02 0.189
H 5.26399 -2.54988 1.36990 -0.02 -0.01 -0.01 0.192
H 4.63060 -4.21064 1.29124 -0.01 0.00 0.02 0.194
H 3.18756 -1.79638 -2.67351 0.03 0.01 0.04 0.190
H 3.50704 -3.52335 -2.96284 0.04 0.00 0.01 0.180
H 4.86069 -2.37776 -2.83782 -0.01 0.01 0.02 0.197
```
Forces are in eV/Å.


Computed, not measured: the molecule C19H25BN4O4 at a distorted geometry, with the ωB97M-V functional and the def2-TZVPD basis.

For the largest force on an atom, the calculation gives 0.022 hartree/bohr. The HOMO energy is -0.343 Eh. As for the energy above the lowest of the compared OMol25 structures with the same formula, charge and spin: 0.0 kJ/mol. The total energy comes out at -34940.186 eV. The calculation puts the lowest unoccupied orbital energy at -0.268 eV. As for the SMILES: CC(C)C[C@H](NC(=O)[C@H](Cc1ccccc1)NC(=O)c1cnccn1)B(O)O. The frontier orbital gap is 0.334 Eh.

Geometry as XYZ:
```
53
Properties=species:S:1:pos:R:3:forces:R:3:nbo_charge:R:1
C 3.76304 -4.63478 -1.69861 0.03 0.30 -0.14 -0.597
C 3.78331 -3.11298 -1.56350 -0.10 -0.17 0.27 -0.219
C 4.91471 -2.69251 -0.62771 -0.14 0.05 -0.28 -0.606
C 2.41986 -2.62166 -1.06746 0.23 0.26 -0.34 -0.377
C 2.24275 -1.10460 -1.18284 0.10 0.07 -0.31 -0.363
N 0.96110 -0.74060 -0.59829 0.29 -0.44 0.15 -0.591
C 0.17866 0.11075 -1.24151 -0.70 0.09 0.51 0.684
O 0.50455 0.63156 -2.30172 0.08 0.18 -0.30 -0.618
C -1.16640 0.40252 -0.55189 0.16 -0.18 -0.27 -0.126
C -2.08223 1.22610 -1.46057 0.08 -0.18 0.20 -0.435
C -3.37201 1.53980 -0.75724 0.00 0.05 -0.10 0.075
C -4.36915 0.57679 -0.66084 0.01 0.05 0.00 -0.245
C -5.53692 0.83809 0.03236 -0.05 -0.08 0.02 -0.197
C -5.72226 2.06721 0.64300 -0.07 0.04 0.05 -0.222
C -4.73687 3.03421 0.55033 -0.04 0.07 0.08 -0.190
C -3.56939 2.77101 -0.14508 -0.04 -0.04 -0.08 -0.259
N -0.95032 1.10777 0.69384 0.01 0.20 -0.14 -0.596
C -0.61036 0.51157 1.84393 -0.04 0.13 -0.32 0.655
O -0.31685 -0.67045 1.94947 -0.03 -0.22 0.22 -0.646
C -0.61736 1.44476 3.01060 0.02 0.25 0.60 0.053
C -0.27831 1.00555 4.28971 -0.04 -0.15 -0.45 0.039
N -0.29512 1.82330 5.32853 0.06 0.00 0.33 -0.369
C -0.64897 3.07896 5.10468 -0.04 0.06 -0.16 0.007
C -0.98709 3.52425 3.83056 0.01 0.07 0.14 0.000
N -0.97066 2.71089 2.78964 0.05 -0.24 -0.11 -0.388
B 2.26657 -0.57730 -2.73652 0.07 0.07 1.12 1.092
O 1.71867 -1.39722 -3.66938 -0.29 -0.66 -0.23 -0.907
O 3.12364 0.39882 -3.16452 0.37 0.22 -0.52 -0.909
H 2.99197 -4.94519 -2.39904 -0.09 -0.10 -0.07 0.210
H 4.72179 -5.00006 -2.05969 0.10 -0.10 -0.02 0.205
H 3.56071 -5.09810 -0.73485 -0.03 -0.09 0.13 0.198
H 3.96030 -2.67583 -2.55082 0.02 -0.03 -0.03 0.203
H 5.86266 -3.09349 -0.97967 0.13 -0.01 0.01 0.208
H 5.00545 -1.61075 -0.58017 0.08 0.13 0.08 0.202
H 4.73601 -3.07060 0.37718 -0.01 -0.04 0.15 0.199
H 2.28183 -2.92647 -0.02549 -0.03 -0.10 0.06 0.190
H 1.63970 -3.08890 -1.66981 -0.09 -0.06 0.04 0.218
H 3.02398 -0.60937 -0.58792 0.02 0.00 -0.16 0.188
H 0.67518 -1.13412 0.29414 -0.13 0.17 -0.13 0.435
H -1.62759 -0.56431 -0.30823 0.02 0.14 -0.05 0.226
H -2.26364 0.64997 -2.36860 0.06 0.08 -0.01 0.238
H -1.55800 2.14004 -1.74445 -0.01 -0.03 -0.07 0.227
H -4.22869 -0.38310 -1.13692 0.02 -0.12 -0.06 0.211
H -6.30487 0.08138 0.09719 -0.06 -0.06 0.00 0.215
H -6.63339 2.27115 1.18553 -0.07 0.02 0.04 0.214
H -4.87704 3.99675 1.02011 -0.02 0.08 0.03 0.211
H -2.81131 3.53838 -0.22346 0.10 0.08 -0.02 0.207
H -1.17190 2.09403 0.73899 0.00 -0.10 0.10 0.435
H 0.00812 -0.02126 4.46590 0.00 -0.08 -0.09 0.224
H -0.65977 3.73594 5.96292 -0.04 0.14 -0.01 0.204
H -1.27616 4.54770 3.63520 0.00 0.09 0.11 0.203
H 1.81155 -1.05274 -4.55748 0.04 0.12 -0.22 0.493
H 3.48651 0.96713 -2.48953 0.01 0.06 0.23 0.490
```
Forces are in eV/Å.